No. 1
Molecular formula: C21H64N14O9
Method: DFT, wB97M-V/def2-TZVPD

Computed properties:
* orbital gap: 9.5 eV
* M: 656.83 g/mol
* net charge: 0
* E_tot: -2282.40127 hartree
* structure (SMILES): COC[C@H](C)N.COC[C@H](C)N.COC[C@H](C)N.COC[C@H](C)N.NC(N)=O.NC(N)=O.NC(N)=O.NC(N)=O.NC(N)=O
* 2S+1: 1

```
108
Properties=species:S:1:pos:R:3:forces:R:3
C -0.9109 3.9996 3.2696 0.060 -0.293 -0.157
O -0.3549 3.7148 4.5344 0.139 -0.005 -0.289
C -1.3282 3.7498 5.5368 -0.649 -0.063 0.930
C -0.6885 3.5870 6.9038 0.576 0.660 0.464
C 0.0610 2.2909 7.1162 -0.253 -0.139 -0.317
N -1.7113 3.7981 7.9549 0.088 0.106 -0.453
H -0.1207 4.1298 2.5304 0.191 0.191 0.248
H -1.5251 4.9007 3.3309 -0.077 0.007 -0.211
H -1.5068 3.1534 2.8990 -0.280 0.105 0.168
H -1.8600 4.7142 5.5732 0.098 0.068 -0.366
H -2.1154 2.9909 5.4080 0.164 -0.162 -0.179
H 0.0297 4.4173 6.9903 0.226 -0.188 -0.234
H -0.5869 1.4320 6.9342 -0.084 0.014 0.235
H 0.4452 2.2520 8.1357 0.058 -0.120 -0.015
H 0.8865 2.1849 6.4137 0.053 0.117 0.065
H -1.2556 3.7132 8.8578 -0.030 -0.194 -0.007
H -1.9558 4.7843 7.9003 -0.303 -0.111 0.092
C 0.0500 1.5905 0.3368 -0.232 0.010 0.286
O 0.0300 1.2025 -1.0156 0.548 -0.169 0.092
C 0.2615 -0.1889 -1.2259 -1.669 -0.032 0.112
C 0.3930 -0.3812 -2.7203 0.756 0.094 -1.052
C 1.6818 0.2489 -3.2703 -0.331 0.288 -0.796
N -0.8113 0.1558 -3.4181 0.844 1.004 0.572
H -0.3822 2.5883 0.3988 0.396 0.162 -0.108
H 1.0687 1.5615 0.7308 -0.016 0.202 0.079
H -0.5834 0.9776 0.9935 0.067 -0.339 -0.269
H 1.0589 -0.6419 -0.6294 0.388 0.418 -0.161
H -0.6693 -0.6557 -0.8704 0.201 -0.540 -0.095
H 0.4948 -1.4245 -3.0323 -0.309 -0.243 0.695
H 1.6493 1.3386 -3.3361 -0.041 0.026 0.661
H 1.7393 -0.0079 -4.3345 0.242 -0.330 0.089
H 2.5753 -0.1100 -2.7617 0.052 0.096 0.040
H -0.5129 0.5056 -4.3308 -0.134 -0.595 -0.224
H -0.9308 1.0765 -2.9764 -0.359 -0.151 0.080
C 0.9404 -3.9641 -1.3473 -0.196 -1.068 -0.428
O 1.6221 -3.9075 -2.5955 0.119 0.654 0.443
C 2.8827 -3.2941 -2.4365 0.561 0.009 -0.443
C 3.7655 -3.4897 -3.6633 0.393 -0.019 -0.737
C 3.8720 -4.9690 -3.9667 -1.049 -1.070 0.555
N 5.1220 -2.9107 -3.4252 -0.618 -0.258 -0.204
H 1.6084 -4.3583 -0.5757 -0.008 0.050 0.071
H 0.1588 -4.7018 -1.5301 -0.185 0.128 0.320
H 0.4821 -3.0419 -0.9806 0.187 0.258 -0.330
H 2.7657 -2.2204 -2.2547 0.067 -0.011 0.321
H 3.4401 -3.7816 -1.6269 -0.129 0.269 0.275
H 3.3667 -2.9754 -4.5459 -0.526 -0.145 0.131
H 4.3497 -5.2884 -4.8916 0.395 0.419 0.055
H 2.8693 -5.4099 -4.0120 -0.083 0.371 -0.269
H 4.2588 -5.5293 -3.1071 0.611 0.276 -0.142
H 5.7064 -3.3725 -4.1164 0.273 0.069 0.212
H 5.0869 -1.9455 -3.7401 0.131 0.065 0.219
C -2.6604 -1.1239 1.3958 -0.756 -0.416 -0.626
O -1.8548 -2.2256 1.7110 0.366 0.437 0.260
C -2.4239 -3.0672 2.6833 0.823 -0.272 0.108
C -1.3938 -4.1194 3.0837 0.124 -1.005 0.478
C -1.1846 -5.2207 2.0554 -0.009 0.071 -0.214
N -1.7601 -4.7743 4.3654 -0.927 0.589 -0.036
H -2.1373 -0.4689 0.7091 0.235 -0.040 0.042
H -2.9913 -0.5400 2.2567 0.099 -0.087 0.211
H -3.5539 -1.4765 0.8635 -0.100 0.157 0.062
H -2.6294 -2.5494 3.6287 -0.330 0.453 -0.254
H -3.3385 -3.5234 2.2836 -0.096 -0.080 0.181
H -0.4218 -3.6609 3.2764 -0.139 0.389 -0.140
H -0.7153 -4.8301 1.1511 -0.129 0.019 -0.057
H -2.1322 -5.6952 1.7864 -0.027 0.067 -0.042
H -0.5413 -5.9994 2.4625 0.053 0.073 0.070
H -2.7390 -5.0646 4.2878 0.228 -0.421 -0.154
H -1.8531 -4.0479 5.0779 0.476 -0.020 0.001
N 3.9858 2.7049 -1.2739 -0.320 -0.082 0.067
C 3.2953 3.2395 -0.2227 -0.123 0.433 0.056
N 3.8938 3.1265 0.9966 0.201 -0.096 -0.340
O 2.2298 3.8230 -0.3775 0.000 -0.110 -0.092
H 4.9230 2.3567 -1.2058 -0.036 -0.101 0.024
H 3.4327 2.5188 -2.0899 0.200 -0.063 -0.139
H 4.5701 2.4008 1.1440 0.056 0.114 0.268
H 3.4980 3.6321 1.7667 -0.067 -0.143 0.076
N 0.1352 0.4350 -7.7897 -0.092 -0.170 -0.133
C 0.0964 1.4907 -6.9280 -0.302 0.037 0.292
N -1.1256 1.7598 -6.3930 0.513 0.046 -0.024
O 1.0956 2.1460 -6.6411 0.105 -0.190 -0.120
H -0.6776 -0.1398 -7.9122 0.061 -0.064 -0.084
H 1.0223 0.0773 -8.0897 0.063 0.107 0.036
H -1.9196 1.1715 -6.5591 -0.108 0.113 -0.002
H -1.1814 2.5766 -5.7852 -0.256 0.075 0.103
N -1.3491 0.0447 4.2534 0.017 0.144 -0.205
C -0.8093 -0.6482 5.3022 0.209 0.058 -0.075
N -1.7300 -1.3928 6.0105 -0.072 -0.158 -0.225
O 0.3783 -0.6274 5.5491 -0.092 0.018 0.244
H -0.7920 0.7969 3.8866 0.089 -0.075 -0.089
H -2.3400 0.0871 4.1084 -0.014 0.150 0.116
H -2.6947 -1.2758 5.7523 -0.074 0.035 0.375
H -1.5238 -1.5469 6.9817 0.051 -0.139 -0.015
N -3.6239 -1.0859 -3.4616 0.598 0.050 -0.006
C -4.2312 -0.3512 -2.4802 -0.635 -0.750 -0.870
N -3.3248 0.2003 -1.6418 0.508 0.464 0.632
O -5.4449 -0.2705 -2.3938 -0.006 0.204 0.525
H -4.1885 -1.6007 -4.1073 -0.100 0.151 -0.067
H -2.6294 -0.9351 -3.6056 -0.201 -0.235 -0.222
H -2.3482 0.1533 -1.8891 -0.221 0.082 0.136
H -3.6102 0.7381 -0.8469 -0.220 0.118 -0.160
N 1.1410 3.6832 -4.2201 0.252 -0.088 -0.742
C -0.0966 3.8984 -3.7114 -0.678 -0.654 0.893
N -0.1834 4.0157 -2.3583 0.502 0.401 -0.085
O -1.1085 3.8795 -4.4163 0.082 -0.069 -0.177
H 1.1298 3.1370 -5.0848 0.216 0.399 -0.192
H 1.9569 3.5744 -3.6474 -0.169 0.134 0.324
H 0.6500 4.0456 -1.7890 -0.067 -0.113 0.171
H -1.0827 4.0599 -1.9197 -0.084 0.164 -0.186
```
Forces are in eV/Å.

=====

No. 2
Molecular formula: C21H64O18
Method: DFT, wB97M-V/def2-TZVPD

Computed properties:
* orbital gap: 9.7 eV
* M: 604.73 g/mol
* net charge: 0
* E_tot: -2192.64077 hartree
* structure (SMILES): OCCO.OCCO.OCCO.OCCO.OCCO.OCCO.OCCO.CCO.CCO.CCO.CO
* 2S+1: 1

```
103
Properties=species:S:1:pos:R:3:forces:R:3
O -3.2413 -0.3212 2.0336 0.168 -0.827 0.198
C -3.7063 0.7112 2.8340 -0.890 0.937 0.352
C -3.1251 0.6061 4.2293 1.640 0.876 -0.596
O -1.6886 0.3695 4.1932 -1.013 0.291 0.259
H -3.4426 -0.2448 1.0873 -0.347 0.085 0.008
H -3.3331 1.6823 2.4484 -0.412 -0.258 -0.057
H -4.8433 0.7741 2.9972 1.305 -0.196 -0.655
H -3.5932 -0.1071 4.8788 -0.371 -0.458 0.237
H -3.2257 1.6309 4.5937 -0.217 -0.236 0.626
H -1.5315 -0.1304 3.3914 0.050 -0.290 -0.364
O 1.3744 -3.8547 -3.7129 -1.498 -1.164 -0.117
C 1.3662 -3.9523 -2.2799 1.190 -0.771 -0.430
C -0.0075 -4.3040 -1.7125 1.145 1.355 -0.071
O -0.4062 -5.5226 -2.2672 0.312 -0.568 -0.370
H 0.8795 -4.6746 -3.9499 0.545 0.738 -0.353
H 2.1696 -4.6986 -2.0519 -0.743 0.407 0.389
H 1.6885 -2.9737 -1.9775 0.004 0.400 0.705
H -0.6090 -3.4414 -2.0309 -0.515 -0.342 0.273
H 0.0966 -4.3273 -0.6165 -0.268 -0.059 -0.152
H -1.3308 -5.7070 -2.1218 -0.341 0.166 0.105
O -3.0125 3.1359 -1.8489 -1.046 0.520 0.753
C -2.2582 3.5497 -2.9373 1.450 -0.051 -0.650
C -1.0405 2.6195 -3.0281 0.104 1.154 1.621
O -0.1683 2.8782 -4.0815 0.375 0.171 -0.998
H -3.5125 3.8966 -1.4623 0.457 -0.672 -0.310
H -2.7887 3.5712 -3.8996 -0.195 -0.080 0.187
H -1.7989 4.5233 -2.7662 -0.299 0.510 -0.032
H -1.3307 1.6119 -3.1320 -0.595 -1.247 0.063
H -0.4855 2.7411 -2.0624 -0.427 -0.247 -0.504
H -0.2336 3.7830 -4.3908 -0.001 0.214 0.047
O 4.0611 0.3972 -2.8833 0.435 0.094 -1.000
C 4.0138 1.8165 -2.9628 -0.519 -0.433 0.172
C 2.7855 2.2533 -2.1867 1.115 -0.849 1.476
O 2.8611 1.5734 -0.8620 -0.223 1.296 -0.991
H 4.3603 0.1563 -2.0076 -0.083 0.074 0.322
H 4.9197 2.2771 -2.5594 0.039 -0.023 -0.027
H 3.8799 2.1054 -4.0135 0.208 -0.204 0.178
H 1.9253 1.9152 -2.7361 -0.568 -0.002 -0.003
H 2.8092 3.3310 -2.0396 -0.340 0.094 0.127
H 2.1306 0.9437 -0.8127 0.014 -0.414 -0.187
O 1.7281 -1.0266 4.4654 0.145 -0.011 0.012
C 1.2935 -1.8316 5.5612 0.495 1.173 1.942
C 0.3332 -1.0163 6.4697 1.048 -1.644 -1.317
O 1.2205 -0.1867 7.1588 0.003 1.703 0.804
H 1.8289 -0.1073 4.7671 0.051 -0.477 0.037
H 0.9072 -2.7417 5.1500 -0.378 -0.427 -0.099
H 2.1045 -2.0429 6.3423 -0.426 -0.107 -1.548
H -0.1913 -1.6997 7.1143 -0.351 -0.252 0.531
H -0.3373 -0.4875 5.8434 -0.896 0.667 -0.461
H 0.7929 0.6642 7.3721 0.262 -0.679 -0.091
O 1.5763 1.0433 -5.5209 -0.539 -0.874 -0.344
C 0.8314 -0.1651 -5.5050 0.929 -2.596 0.120
C 0.4812 -0.5663 -4.0343 -0.722 0.012 -0.965
O -0.5093 -1.6007 -3.9463 0.466 -0.071 -0.644
H 1.0172 1.6374 -5.0213 -0.120 0.817 0.181
H -0.0930 -0.2288 -6.1424 0.582 0.676 0.577
H 1.4887 -1.0109 -5.9074 -0.601 1.282 0.324
H 0.0563 0.3432 -3.6048 0.047 -0.275 0.430
H 1.2968 -0.9359 -3.4392 0.848 0.553 -0.001
H -0.0386 -2.4549 -4.0930 -0.300 0.611 0.196
O -3.9735 -0.9366 -0.5870 0.209 -0.208 0.873
C -4.1342 -0.1791 -1.7601 -0.127 -0.399 -1.176
C -4.1783 -1.1056 -2.9928 0.417 -1.131 0.144
O -3.0038 -1.9241 -3.2426 -0.732 1.206 0.751
H -3.3696 -1.6796 -0.7409 -0.105 0.266 -0.289
H -5.1282 0.3010 -1.7189 0.403 -0.058 0.149
H -3.3726 0.6229 -1.8426 -0.245 -0.440 -0.031
H -4.3699 -0.5096 -3.8632 -0.275 0.485 -0.596
H -5.0025 -1.8556 -2.8959 0.498 0.751 0.127
H -2.2584 -1.3634 -3.5547 -0.240 -0.676 0.194
C 3.6128 2.2388 3.3622 0.019 0.551 0.317
C 4.0624 0.9469 2.7430 -0.174 -1.083 -1.895
O 4.9525 1.0529 1.6057 -0.456 0.345 0.352
H 2.9990 2.8995 2.7342 0.495 -0.251 -0.232
H 4.4336 2.7972 3.8328 -0.035 -0.034 -0.522
H 2.9655 2.0143 4.1909 -0.466 -0.345 0.588
H 3.2178 0.2658 2.4512 0.375 0.864 0.232
H 4.6555 0.3401 3.3840 0.318 -0.205 1.218
H 4.4165 1.1220 0.8104 -0.179 0.233 -0.198
C 2.0937 -4.0431 2.4195 -0.697 0.896 0.328
C 2.7557 -2.9251 1.6629 0.426 -0.861 -0.811
O 1.9835 -1.7591 1.4889 -0.104 -0.238 0.182
H 1.1947 -4.4712 2.0125 -0.544 0.259 -0.542
H 1.8772 -3.6996 3.4134 -0.128 -0.052 0.690
H 2.7713 -4.8413 2.4636 1.167 -1.187 0.321
H 2.9397 -3.3373 0.6544 0.377 0.595 0.259
H 3.6999 -2.6937 2.1873 -0.179 0.043 -0.462
H 1.7046 -1.4710 2.3654 -0.018 0.204 0.311
C 0.1126 0.4970 1.1715 -3.079 2.006 -1.370
C -0.2400 -0.0770 -0.2262 0.875 -2.347 0.519
O 0.9634 -0.7390 -0.7934 -1.103 0.727 0.591
H 0.8662 1.2877 1.0310 0.060 -0.545 0.392
H 0.2604 -0.1642 2.0074 0.315 -0.326 -0.089
H -0.8676 1.0657 1.3912 1.406 -0.578 0.194
H -0.5723 0.7294 -0.8768 0.375 0.025 -0.166
H -1.0917 -0.8514 -0.2410 1.127 1.094 0.401
H 1.3435 -1.2382 -0.0264 -0.235 0.453 -0.533
C -3.9262 4.3865 1.1929 -0.519 0.415 0.216
O -4.2101 5.1208 -0.0132 -0.209 0.029 0.370
H -2.9800 3.9381 0.9970 0.751 -0.425 0.029
H -3.8295 5.0065 2.1208 -0.267 -0.220 -0.900
H -4.6566 3.5834 1.3509 0.052 0.212 0.042
H -5.1115 5.4693 0.0075 0.257 -0.122 0.104
```
Forces are in eV/Å.

=====

| no. | HOMO (eV) |
| --- | --- |
| 1 | -9.32 |
| 2 | -9.46 |